Record 1
DFT (ωB97M-V/def2-TZVPD) results for a structure of composition C29H23BrClILaN4O4Se2 at a distorted geometry.

Structure (XYZ):
```
66
Properties=species:S:1:pos:R:3:forces:R:3:mulliken_charge:R:1
La 0.211 1.560 0.478 0.741 -0.269 0.218 1.48
O 2.227 3.176 1.192 0.169 0.364 -0.156 -0.17
C 2.208 3.789 2.477 -0.919 0.499 0.164 -1.38
C 1.422 3.019 3.585 0.451 0.600 0.434 2.62
C 1.264 4.043 4.732 -0.331 -0.287 0.128 -1.28
O 2.466 4.632 5.171 0.236 0.382 0.201 -0.54
C 2.205 1.804 4.074 -0.188 -0.837 -0.368 -1.36
Se 2.606 0.568 2.527 -0.034 -0.294 0.398 -0.51
C -0.038 2.591 3.289 0.304 -0.659 0.206 -2.03
Se -1.055 3.639 2.023 -0.678 0.801 -0.322 -0.58
H 2.964 2.555 1.246 0.089 -0.697 -0.221 0.24
H 1.673 4.716 2.263 0.058 0.175 0.444 0.46
H 3.229 4.043 2.834 -0.584 -0.353 -0.258 0.30
H 0.709 3.548 5.561 0.370 0.243 -0.225 0.42
H 0.661 4.883 4.385 -0.159 -0.060 -0.063 0.42
H 3.054 3.958 5.510 0.067 -0.283 0.047 0.34
H 1.590 1.233 4.809 0.514 0.392 -0.398 0.38
H 3.188 2.049 4.520 -0.510 0.029 -0.156 0.43
H -0.572 2.602 4.244 -0.039 0.147 -0.091 0.43
H -0.119 1.513 3.040 0.404 0.221 -0.008 0.55
Br 1.602 -8.751 2.429 -0.288 0.079 -0.026 -0.20
C 0.266 -7.801 1.457 -0.006 0.427 -0.613 0.02
C 0.672 -6.715 0.667 0.281 -0.303 0.387 -0.46
C -0.216 -6.012 -0.123 -0.038 -0.284 0.203 -0.21
C -1.533 -6.433 -0.146 -0.720 0.885 -0.979 0.42
C -1.935 -7.478 0.639 -0.591 -0.973 0.358 -0.49
C -1.061 -8.199 1.448 0.388 0.654 -0.018 -0.44
N -2.481 -5.997 -1.190 0.043 1.312 0.406 -0.54
N -2.728 -4.787 -1.449 0.430 -1.450 0.170 -0.32
C -2.260 -3.697 -0.680 0.084 0.333 0.903 0.34
C -2.373 -3.586 0.708 0.239 -1.025 -0.372 -0.14
C -1.957 -2.489 1.434 0.314 0.880 0.184 -0.90
C -1.394 -1.381 0.792 0.047 0.281 0.749 0.46
O -0.945 -0.325 1.377 -0.292 -0.371 0.291 -0.38
C -1.354 -1.413 -0.629 -0.723 -1.582 -0.746 -0.24
N -0.899 -0.312 -1.216 0.134 1.132 -0.636 -0.22
C -0.928 -0.232 -2.526 0.297 0.023 0.294 -0.06
C -1.289 -1.307 -3.339 0.205 0.275 -0.171 -0.96
C -1.662 -2.490 -2.781 -0.041 -0.038 0.337 -0.77
C -1.798 -2.552 -1.379 0.305 0.280 0.348 0.95
H 1.711 -6.439 0.675 0.238 0.121 0.023 0.41
H 0.088 -5.174 -0.726 0.238 0.113 -0.089 0.39
H -2.970 -7.788 0.567 -0.049 -0.056 0.031 0.37
H -1.408 -9.015 2.055 -0.064 -0.210 0.073 0.43
H -2.744 -4.423 1.282 -0.212 -0.185 -0.120 0.35
H -2.032 -2.431 2.516 -0.095 -0.223 -0.135 0.45
H -0.580 0.697 -2.941 0.034 0.133 -0.259 0.22
H -1.195 -1.166 -4.394 -0.034 -0.131 -0.529 0.46
H -1.823 -3.374 -3.376 -0.264 -0.070 -0.105 0.48
Cl 0.963 4.669 -6.480 -0.539 0.541 -0.304 -0.29
C 1.069 3.879 -4.947 0.789 -0.587 0.029 0.50
C 2.213 3.136 -4.770 -0.547 -0.052 0.461 -0.71
C 2.399 2.399 -3.593 0.011 0.350 0.351 -0.35
I 4.354 1.631 -3.430 -0.499 -0.239 0.397 0.00
C 1.439 2.367 -2.555 0.673 -0.606 0.128 0.91
O 1.570 1.665 -1.468 -0.015 0.549 -0.915 -0.56
C 0.246 3.174 -2.767 0.155 -0.422 0.075 0.10
N -0.687 3.142 -1.758 0.666 0.256 -0.533 0.24
C -1.731 3.921 -1.893 0.110 -0.418 0.468 -0.55
C -1.982 4.737 -2.996 -0.082 0.434 -0.156 -0.78
C -1.085 4.761 -4.017 0.218 -0.208 -0.592 -0.72
C 0.068 3.942 -3.946 0.129 0.101 0.083 -0.03
H 2.998 3.089 -5.523 -0.382 0.212 0.056 0.34
H -2.413 3.916 -1.068 -0.425 -0.024 0.400 0.47
H -2.866 5.359 -2.983 0.007 -0.008 -0.126 0.39
H -1.219 5.364 -4.913 -0.087 -0.019 0.242 0.39
```
Forces are in eV/Å.

Multiplicity = 1
LUMO energy = 1.7 eV
HOMO-LUMO gap = 6.256 eV
Net charge = -1
Energy relative to the best compared isomer or geometry (same formula, charge and spin) = 0.0 kcal per mole

***

Record 2
DFT (ωB97M-V/def2-TZVPD) results for a structure of composition C29H23BrF4IN3O2PV at a distorted geometry.

Structure (XYZ):
```
65
Properties=species:S:1:pos:R:3:forces:R:3:mulliken_spin:R:1
V -1.358 -1.945 1.786 -0.840 2.169 0.959 1.27
F 2.945 6.562 -0.789 -1.145 -2.191 0.256 0.00
C 2.586 5.244 -0.741 2.416 0.218 -0.050 0.04
C 3.652 4.297 -0.785 0.841 0.690 0.719 -0.01
F 4.932 4.739 -0.703 -1.580 -0.444 -0.451 0.00
C 3.413 2.923 -0.697 0.464 0.443 -0.316 0.03
F 4.475 2.071 -0.702 -1.118 1.007 0.029 0.00
C 2.090 2.482 -0.683 -0.678 0.380 0.840 0.12
P 1.501 0.833 -0.438 2.251 -1.134 -1.056 0.34
C 1.295 0.293 -2.092 -1.711 -0.328 -1.085 0.05
C 2.308 0.532 -3.030 2.610 0.682 1.911 0.02
C 2.327 -0.132 -4.203 0.495 -0.555 -2.815 0.01
C 1.166 -0.783 -4.651 -0.289 0.349 0.372 0.00
C 0.064 -0.824 -3.796 -0.280 -0.404 -0.569 0.00
C 0.128 -0.367 -2.474 0.960 -0.385 -1.047 0.01
C 2.905 -0.170 0.058 -0.252 0.389 1.256 0.18
C 3.567 0.334 1.209 0.994 -0.880 0.990 0.10
C 4.443 -0.494 1.970 -1.117 1.585 -0.978 -0.04
C 4.733 -1.756 1.493 0.766 -1.326 0.432 0.11
C 4.097 -2.267 0.352 0.131 -0.819 -1.608 -0.01
C 3.182 -1.483 -0.393 0.205 -0.788 1.000 0.02
C 1.020 3.400 -0.689 0.088 -0.026 -0.564 0.01
Br -0.791 2.778 -1.140 1.355 0.704 0.913 0.02
C 1.295 4.757 -0.614 -0.529 0.436 -0.165 -0.01
F 0.317 5.610 -0.414 -0.411 0.392 -0.312 0.00
H 3.291 1.070 -2.776 -1.788 -0.660 -0.037 0.00
H 3.248 -0.093 -4.862 -1.325 0.051 0.860 0.00
H 1.080 -1.192 -5.663 0.183 0.097 0.487 0.00
H -0.860 -1.249 -4.197 0.252 -0.004 0.360 0.00
H -0.649 -0.630 -1.783 -0.267 0.333 0.166 0.00
H 3.477 1.401 1.462 -0.243 -0.684 0.200 0.00
H 4.858 -0.100 2.887 0.308 -0.053 -0.123 0.00
H 5.503 -2.414 2.000 -1.139 0.942 -0.502 0.00
H 4.421 -3.321 0.009 -0.821 1.940 0.434 0.00
H 2.654 -1.875 -1.269 0.301 0.065 0.336 0.00
C -2.592 -0.340 1.509 -2.611 -2.016 -2.229 0.03
C -3.720 -0.542 0.950 4.310 1.799 1.629 -0.07
C -4.986 -0.356 0.450 -1.980 0.450 -0.983 0.00
C -6.002 -1.058 1.098 0.245 -0.982 1.699 -0.01
C -7.335 -0.858 0.801 0.017 -0.339 -0.066 0.00
C -7.649 0.072 -0.192 -0.532 -0.438 -0.183 -0.01
C -6.661 0.787 -0.881 0.825 0.460 0.409 0.00
C -5.318 0.611 -0.550 0.108 -0.677 0.376 -0.01
H -5.706 -1.720 1.977 -0.467 0.747 -1.438 0.00
H -8.075 -1.482 1.340 0.308 0.808 -0.557 0.00
H -8.701 0.182 -0.448 0.242 0.253 -0.036 0.00
H -6.878 1.578 -1.607 -0.301 -0.538 0.214 0.00
H -4.512 1.194 -1.020 -0.526 -0.321 0.189 0.00
N 0.992 0.831 3.944 0.331 -0.024 -1.298 0.00
C 0.002 0.408 3.072 0.328 1.520 -0.337 0.00
N -0.713 1.352 2.423 0.871 -0.294 1.200 0.02
O -0.223 -0.830 2.809 1.249 0.396 0.957 0.00
H 1.377 1.772 3.710 -0.729 -1.057 0.537 0.00
H 1.752 0.192 4.205 -0.885 0.067 -0.152 0.00
H -0.710 2.344 2.740 -0.142 -1.351 -0.368 0.00
H -1.539 0.850 2.007 -0.150 0.937 -0.139 -0.01
N -0.982 -4.341 -0.368 0.204 -0.581 1.081 0.01
C -0.437 -3.305 0.320 0.799 -1.928 0.833 -0.01
O -0.772 -2.090 -0.058 0.294 -0.511 1.301 -0.03
C 0.233 -3.461 1.639 -0.923 0.464 -2.523 -0.09
I -2.666 -3.299 3.355 -0.144 -0.358 0.165 -0.12
H -1.788 -4.231 -0.961 0.005 0.532 -0.179 0.00
H -0.947 -5.277 0.050 0.379 0.642 -0.273 0.00
H 1.088 -2.812 1.848 -0.339 -0.169 -0.162 0.01
H 0.155 -4.402 2.193 0.125 0.321 -0.507 0.01
```
Forces are in eV/Å.

Multiplicity = 3
LUMO energy (spin up / spin down) = -7.4 / -9.3 eV
HOMO-LUMO gap (spin up / spin down) = 5.960 / 4.223 eV
Net charge = +2
Energy relative to the best compared isomer or geometry (same formula, charge and spin) = 80.7 kcal per mole

***

Question: The highest energy relative to the best compared isomer or geometry (same formula, charge and spin) belongs to which entry?
Answer: C29H23BrF4IN3O2PV